Molecular formula: C3H17NO5S
Method: DFT, the ωB97M-V functional and the def2-TZVPD basis

Last column: natural (NBO) charge in e.
Positions of all 27 atoms, in Å:
N1 0.438 -0.237 2.849  -0.89
C1 -0.007 0.588 1.723  -0.08
C2 -0.749 -0.254 0.622  -0.08
O1 -2.107 -0.417 1.105  -0.75
C3 1.194 1.323 1.105  -0.54
S1 0.571 2.768 0.203  -0.05
H1 -0.197 -0.145 3.618  0.38
H2 1.417 -0.391 2.983  0.38
H3 -0.738 1.287 2.120  0.20
H4 -0.387 -1.265 0.556  0.18
H5 -0.713 0.327 -0.299  0.18
H6 -2.006 -1.108 1.764  0.47
H7 1.715 0.556 0.489  0.23
H8 1.834 1.732 1.911  0.24
H9 -0.164 2.218 -0.761  0.13
O2 1.062 -1.143 -1.994  -0.97
H10 1.138 -0.407 -2.636  0.49
H11 0.243 -1.541 -2.349  0.47
O3 3.267 -2.718 -0.429  -0.95
H12 2.990 -2.678 0.492  0.46
H13 2.585 -2.206 -0.888  0.49
O4 0.126 1.157 -2.864  -0.94
H14 -0.500 1.341 -3.585  0.48
H15 0.714 1.871 -3.171  0.48
O5 -4.134 -0.229 -1.176  -0.95
H16 -4.019 -0.915 -0.513  0.48
H17 -3.573 0.486 -0.874  0.47

Properties
Strongest force on any atom ... 0.0448 Eh/bohr
E_tot ... -953.60061 a.u.
E_LUMO ... -0.01 eV
HOMO energy ... -8.8 eV
Net charge ... 0
Energy above the lowest of the compared OMol25 structures with the same formula, charge and spin ... 0.00 kJ/mol
Multiplicity ... 1
SMILES string ... N[C@H](CO)CS.O.O.O.O
Kohn-Sham gap ... 8.787 eV


Molecular formula: C3H17NO8
Method: DFT, the ωB97M-V functional and the def2-TZVPD basis

Last column: natural (NBO) charge in e.
Positions of all 29 atoms, in Å:
C1 0.334 2.609 2.409  -0.74
C2 -0.048 2.024 1.072  0.68
O1 -0.408 2.816 0.240  -0.54
N1 0.103 0.686 0.626  -0.63
C3 0.385 -0.281 1.538  0.55
O2 0.727 -1.381 1.098  -0.67
H1 -0.594 2.943 2.872  0.26
H2 0.880 2.076 3.199  0.22
H3 1.051 3.406 2.245  0.26
H4 -0.053 0.481 -0.332  0.46
H5 0.505 0.029 2.571  0.16
O3 -3.137 0.279 1.552  -0.93
H6 -2.296 0.626 1.243  0.46
H7 -3.188 -0.578 1.122  0.47
O4 2.468 -2.046 -1.099  -0.96
H8 1.681 -1.815 -0.591  0.49
H9 2.276 -2.883 -1.510  0.47
O5 -1.111 -2.875 -0.437  -0.98
H10 -1.707 -3.490 -0.013  0.48
H11 -0.345 -2.709 0.122  0.51
O6 -0.131 -0.787 -3.769  -0.95
H12 0.430 -0.011 -3.769  0.47
H13 0.430 -1.522 -3.503  0.48
O7 2.287 1.856 -0.572  -0.94
H14 2.868 1.459 0.080  0.47
H15 2.250 1.275 -1.335  0.48
O8 -1.936 -0.443 -1.464  -1.01
H16 -1.743 -0.369 -2.401  0.50
H17 -1.977 -1.374 -1.193  0.50

Properties
Strongest force on any atom ... 0.0854 Eh/bohr
E_tot ... -781.18681 a.u.
E_LUMO ... 0.19 eV
HOMO energy ... -10.4 eV
Net charge ... 0
Energy above the lowest of the compared OMol25 structures with the same formula, charge and spin ... 0.00 kJ/mol
Multiplicity ... 1
SMILES string ... CC(=O)NC=O.O.O.O.O.O.O
Kohn-Sham gap ... 10.599 eV


Molecular formula: C3H17NSi4
Method: DFT, the ωB97M-V functional and the def2-TZVPD basis

Last column: natural (NBO) charge in e.
Positions of all 25 atoms, in Å:
C1 1.447 1.361 -1.638  -1.08
C2 3.352 0.269 0.564  -1.08
C3 1.061 -1.576 -0.501  -1.08
N1 -2.291 -0.462 -0.034  -1.57
Si1 -2.595 -1.895 0.794  1.15
Si2 -3.020 0.955 -0.570  1.15
Si3 0.183 1.125 1.562  0.77
Si4 1.547 0.224 -0.104  1.18
H1 0.421 1.435 -1.986  0.26
H2 1.800 2.367 -1.426  0.24
H3 2.045 0.970 -2.456  0.25
H4 3.663 1.275 0.832  0.23
H5 3.468 -0.354 1.447  0.24
H6 4.051 -0.097 -0.182  0.25
H7 0.319 -1.604 -1.293  0.26
H8 1.915 -2.177 -0.808  0.24
H9 0.606 -2.051 0.361  0.25
H10 -1.567 -2.011 1.867  -0.23
H11 -3.909 -2.050 1.437  -0.21
H12 -2.402 -3.043 -0.113  -0.21
H13 -1.977 1.671 -1.342  -0.24
H14 -4.204 0.793 -1.428  -0.21
H15 -3.405 1.864 0.535  -0.23
H16 -0.126 0.539 2.868  -0.16
H17 -0.383 2.474 1.615  -0.16

Properties
Strongest force on any atom ... 0.0360 Eh/bohr
E_tot ... -1337.11381 a.u.
E_LUMO (spin up / spin down) ... -2.28 / -1.89 eV
HOMO energy (spin up / spin down) ... -7.7 / -8.5 eV
Net charge ... 0
Energy above the lowest of the compared OMol25 structures with the same formula, charge and spin ... 368.70 kJ/mol
Multiplicity ... 1
Kohn-Sham gap (spin up / spin down) ... 5.426 / 6.596 eV


Molecular formula: C3H2
Method: DFT, the ωB97M-V functional and the def2-TZVPD basis

Last column: Löwdin spin population.
Positions of all 5 atoms, in Å:
C1 -0.145 -0.753 0.155  0.59
C2 -0.284 -2.032 0.411  0.81
C3 -0.034 0.505 -0.156  0.49
H1 0.276 1.259 0.692  0.06
H2 0.186 1.022 -1.102  0.04

Properties
Strongest force on any atom ... 0.0843 Eh/bohr
E_tot ... -115.26602 a.u.
E_LUMO (spin up / spin down) ... 0.87 / -3.00 eV
HOMO energy (spin up / spin down) ... -8.6 / -10.6 eV
Net charge ... 0
Energy above the lowest of the compared OMol25 structures with the same formula, charge and spin ... 0.00 kJ/mol
Multiplicity ... 3
Kohn-Sham gap (spin up / spin down) ... 9.480 / 7.638 eV


Molecular formula: C3H20NO8S2
Method: DFT, the ωB97M-V functional and the def2-TZVPD basis

Last column: natural (NBO) charge in e.
Positions of all 34 atoms, in Å:
N1 0.819 1.218 0.687  -0.74
C1 -0.164 0.431 -0.181  -0.16
C2 -0.522 1.387 -1.408  0.82
O1 -1.195 0.701 -2.301  -0.66
O2 0.083 2.414 -1.404  -0.56
C3 -1.448 -0.013 0.470  -0.57
S1 -1.224 -0.443 2.227  0.06
S2 -2.842 0.202 3.319  -0.07
H1 1.699 1.482 0.158  0.48
H2 1.250 0.924 1.574  0.47
H3 0.401 2.146 0.911  0.46
H4 0.364 -0.506 -0.516  0.26
H5 -1.066 0.892 -3.246  0.54
H6 -2.174 0.875 0.488  0.24
H7 -1.964 -0.824 -0.036  0.27
H8 -3.675 -0.731 2.900  0.13
H9 3.181 0.389 3.458  0.50
H10 1.734 0.383 4.266  0.51
O3 2.229 0.439 3.451  -1.00
H11 -1.926 4.417 0.328  0.49
H12 -2.415 3.506 1.446  0.48
O4 -1.617 3.813 1.008  -0.96
H13 2.294 -2.296 0.247  0.46
H14 3.490 -3.171 -0.117  0.47
O5 2.539 -3.104 -0.241  -0.93
H15 4.198 0.671 -0.903  0.51
H16 3.821 0.441 0.578  0.48
O6 3.458 0.620 -0.292  -0.97
H17 -2.244 -3.574 -2.150  0.49
H18 -3.524 -2.707 -1.586  0.49
O7 -2.701 -2.737 -2.069  -0.98
H19 -1.024 -2.493 -3.921  0.48
H20 0.399 -2.736 -3.530  0.47
O8 -0.234 -2.018 -3.614  -0.95

Properties
Strongest force on any atom ... 0.0759 Eh/bohr
E_tot ... -1579.11268 a.u.
E_LUMO ... -2.90 eV
HOMO energy ... -12.1 eV
Net charge ... +1
Energy above the lowest of the compared OMol25 structures with the same formula, charge and spin ... 60.90 kJ/mol
Multiplicity ... 1
Kohn-Sham gap ... 9.231 eV


Molecular formula: C3H20O7
Method: DFT, the ωB97M-V functional and the def2-TZVPD basis

Last column: Löwdin spin population.
Positions of all 30 atoms, in Å:
O1 0.501 -3.169 0.259  0.00
H1 0.684 -3.958 -0.251  0.00
H2 -0.121 -2.676 -0.276  0.00
O2 3.826 -0.163 -0.561  0.00
H3 2.902 0.018 -0.387  0.00
H4 3.918 -1.104 -0.411  0.00
O3 0.834 0.360 -0.229  0.06
H5 0.667 1.302 -0.239  0.00
H6 0.032 -0.029 -0.579  0.00
O4 1.696 3.374 -0.189  0.00
H7 1.388 4.209 -0.541  0.00
H8 1.214 3.267 0.631  0.00
C1 -0.661 -0.826 -3.194  0.00
O5 -1.070 -0.982 -1.820  0.00
H9 -1.169 -1.449 -3.931  0.00
H10 -0.499 0.201 -3.522  0.00
H11 0.364 -1.198 -3.188  0.00
H12 -1.963 -1.257 -2.041  0.00
C2 -2.177 2.283 0.635  0.00
O6 -2.336 3.636 0.674  0.00
H13 -1.825 2.022 -0.363  0.00
H14 -1.357 1.997 1.293  0.00
H15 -3.051 1.645 0.761  0.00
H16 -3.169 3.798 1.123  0.00
C3 0.014 -1.896 3.026  0.11
O7 1.094 -1.385 2.283  0.73
H17 -0.114 -2.929 2.700  0.03
H18 0.272 -2.047 4.075  0.01
H19 -0.893 -1.313 2.868  0.06
H20 0.999 -1.734 1.394  0.00

Properties
Strongest force on any atom ... 0.0608 Eh/bohr
E_tot ... -652.53678 a.u.
E_LUMO (spin up / spin down) ... -3.20 / -9.72 eV
HOMO energy (spin up / spin down) ... -13.2 / -13.2 eV
Net charge ... +1
Energy above the lowest of the compared OMol25 structures with the same formula, charge and spin ... 92.46 kJ/mol
Multiplicity ... 2
Kohn-Sham gap (spin up / spin down) ... 9.987 / 3.465 eV


Molecular formula: C3H20O7S
Method: DFT, the ωB97M-V functional and the def2-TZVPD basis

Last column: natural (NBO) charge in e.
Positions of all 31 atoms, in Å:
O1 1.290 -0.534 -0.241  -0.77
C1 0.537 -1.355 0.699  -0.06
C2 -0.923 -1.442 0.277  -0.45
C3 -1.636 -2.583 0.968  -0.51
S1 -2.957 -3.340 -0.031  -0.05
H1 1.117 0.384 -0.001  0.47
H2 1.041 -2.312 0.578  0.18
H3 0.666 -0.991 1.721  0.19
H4 -1.392 -0.469 0.452  0.22
H5 -0.933 -1.521 -0.807  0.22
H6 -1.964 -2.351 1.982  0.23
H7 -1.045 -3.496 1.072  0.22
H8 -3.827 -2.338 -0.214  0.11
O2 3.640 0.332 -2.527  -0.95
H9 3.611 -0.418 -3.137  0.48
H10 3.471 -0.137 -1.695  0.48
O3 -0.284 -0.022 3.652  -0.96
H11 -0.038 0.701 4.244  0.47
H12 -0.115 0.419 2.803  0.48
O4 -0.127 2.161 0.207  -1.01
H13 0.303 2.141 -0.674  0.50
H14 -0.916 2.690 0.026  0.49
O5 -2.743 1.839 -2.837  -0.95
H15 -1.977 1.439 -3.268  0.47
H16 -3.465 1.207 -2.823  0.48
O6 1.361 1.753 2.468  -0.99
H17 1.945 1.074 2.106  0.48
H18 0.942 2.303 1.785  0.51
O7 1.257 1.949 -2.242  -0.96
H19 0.965 1.061 -2.504  0.49
H20 2.198 1.857 -2.041  0.50

Properties
Strongest force on any atom ... 0.0229 Eh/bohr
E_tot ... -1051.14700 a.u.
E_LUMO ... 0.13 eV
HOMO energy ... -9.1 eV
Net charge ... 0
Energy above the lowest of the compared OMol25 structures with the same formula, charge and spin ... 0.00 kJ/mol
Multiplicity ... 1
SMILES string ... OCCCS.O.O.O.O.O.O
Kohn-Sham gap ... 9.215 eV


Molecular formula: C3H20O9
Method: DFT, the ωB97M-V functional and the def2-TZVPD basis

Last column: Löwdin spin population.
Positions of all 32 atoms, in Å:
O1 3.480 1.267 -2.197  0.60
C1 2.685 0.362 -2.284  0.12
C2 1.694 0.194 -1.184  0.09
C3 0.284 -0.098 -1.626  0.04
O2 -0.268 0.870 -2.508  0.04
H1 2.711 -0.299 -3.237  0.07
H2 1.899 -0.671 -0.529  0.00
H3 1.899 0.923 -0.372  0.00
H4 0.115 -1.217 -1.827  0.00
H5 -0.333 -0.097 -0.693  0.03
H6 0.169 1.756 -2.511  0.00
H7 -0.108 -1.570 1.108  0.00
H8 -1.597 -1.647 0.545  0.00
O3 -0.700 -2.027 0.540  0.01
H9 -3.112 0.256 0.422  0.00
H10 -2.850 -0.294 1.845  0.00
O4 -2.576 -0.348 0.947  0.00
H11 2.143 1.002 1.803  0.00
H12 3.338 0.117 1.293  0.00
O5 2.381 0.151 1.442  0.01
H13 -1.880 1.302 -1.777  0.00
H14 -3.227 2.235 -1.721  0.00
O6 -2.778 1.438 -1.401  0.00
H15 0.386 2.285 3.355  0.00
H16 1.514 1.189 3.211  0.00
O7 1.297 2.080 3.083  0.00
H17 -0.746 -3.257 -1.472  0.00
H18 -2.303 -2.857 -1.454  0.00
O8 -1.549 -3.086 -1.965  0.00
H19 -0.101 -0.463 2.835  0.00
H20 -1.291 0.416 2.895  0.00
O9 -0.576 0.087 3.435  0.00

Properties
Strongest force on any atom ... 0.0572 Eh/bohr
E_tot ... -803.02375 a.u.
E_LUMO (spin up / spin down) ... -5.72 / -9.65 eV
HOMO energy (spin up / spin down) ... -13.9 / -13.8 eV
Net charge ... +1
Energy above the lowest of the compared OMol25 structures with the same formula, charge and spin ... 264.62 kJ/mol
Multiplicity ... 2
Kohn-Sham gap (spin up / spin down) ... 8.137 / 4.181 eV


Molecular formula: C3H22O7
Method: DFT, the ωB97M-V functional and the def2-TZVPD basis

Last column: natural (NBO) charge in e.
Positions of all 32 atoms, in Å:
C1 -0.159 -1.802 -0.263  -0.60
C2 -1.608 -1.723 -0.559  -0.40
C3 -2.421 -2.993 -0.607  -0.59
H1 0.309 -1.236 -1.080  0.19
H2 0.256 -2.742 -0.304  0.20
H3 0.097 -1.320 0.580  0.21
H4 -1.717 -1.269 -1.559  0.20
H5 -2.219 -1.230 0.190  0.19
H6 -1.857 -3.801 -1.186  0.19
H7 -2.597 -3.401 0.415  0.20
H8 -3.410 -2.881 -1.113  0.21
O1 2.820 -0.119 -3.211  -0.94
H9 3.290 0.058 -2.421  0.49
H10 1.946 -0.222 -2.848  0.44
O2 1.365 2.254 1.154  -0.99
H11 1.473 1.752 2.023  0.53
H12 1.342 3.212 1.185  0.50
O3 -1.044 1.565 1.223  -0.98
H13 -0.209 1.986 1.079  0.48
H14 -1.655 2.109 0.841  0.47
O4 3.136 0.567 -0.629  -0.96
H15 3.861 0.775 -0.104  0.47
H16 2.459 1.055 -0.118  0.50
O5 0.420 0.173 2.991  -0.97
H17 -0.208 0.852 2.793  0.48
H18 -0.098 -0.549 3.237  0.49
O6 -0.150 1.384 -3.390  -0.96
H19 -0.191 2.254 -3.788  0.47
H20 0.786 1.078 -3.314  0.48
O7 -2.888 -0.471 3.003  -0.95
H21 -2.328 0.342 2.696  0.48
H22 -3.475 -0.530 2.249  0.47

Properties
Strongest force on any atom ... 0.0747 Eh/bohr
E_tot ... -654.11246 a.u.
E_LUMO ... -0.13 eV
HOMO energy ... -10.9 eV
Net charge ... 0
Multiplicity ... 1
SMILES string ... CCC.O.O.O.O.O.O.O
Kohn-Sham gap ... 10.730 eV